P.
ORCA calculation (ωB97M-V/def2-TZVPD) on a gas-phase ion, C8H14N3 (charge +1).

```
25
Properties=species:S:1:pos:R:3
C 0.454 0.263 -0.328
C -0.609 0.452 -1.364
C 0.060 -1.646 -1.548
C 1.408 -1.910 0.434
C 0.486 -1.701 1.703
C 0.187 0.654 1.111
C -1.133 1.774 -1.817
C -0.330 1.984 1.433
N 0.862 -1.130 -0.592
N -0.685 -0.675 -2.117
N 0.397 -0.223 2.072
H 1.262 1.002 -0.807
H 2.498 -1.693 0.467
H 1.332 -2.968 0.244
H -0.551 -1.964 1.476
H 0.892 -2.215 2.524
H -0.053 -2.692 -1.939
H -1.657 2.181 -0.920
H -0.530 2.678 -2.160
H -1.877 1.591 -2.555
H -1.440 1.956 1.332
H 0.112 2.696 0.651
H -0.100 2.180 2.560
H -1.317 -0.626 -2.905
H 0.334 0.034 3.043
```

The orbital gap (spin up / spin down) is 5.0 / 5.4 eV. The LUMO energy (spin up / spin down) comes out at -4.1 / -3.9 eV. The molar mass is 152.22 g mol⁻¹. The charge is +1. Its HOMO energy (spin up / spin down) is -0.33432 / -0.34335 Ha.

Q.
ORCA calculation (ωB97M-V/def2-TZVPD) on 2 unconnected molecules or ions with the total composition C8H14N3.

```
25
Properties=species:S:1:pos:R:3
C -2.416 1.695 0.078
C -2.517 0.361 0.009
C -0.352 0.832 0.044
C 3.801 -0.122 -0.194
C 2.401 -0.631 -0.699
C 2.946 0.894 0.642
C -3.709 -0.517 0.057
C -0.932 -1.562 0.107
N -1.226 -0.152 -0.001
N -1.024 1.990 0.010
N 1.829 0.065 0.389
H -3.076 2.596 0.093
H 4.363 -0.856 0.394
H 4.392 0.252 -1.006
H 2.147 -0.090 -1.603
H 2.056 -1.615 -0.527
H 3.209 1.148 1.704
H 2.875 1.819 0.055
H -3.634 -1.148 -0.968
H -3.708 -1.121 0.918
H -4.697 -0.123 0.155
H -0.862 -2.057 -0.972
H 0.092 -1.554 0.458
H -1.578 -2.082 0.774
H -0.696 2.898 0.349
```

The orbital gap (spin up / spin down) is 8.0 / 8.5 eV. The LUMO energy (spin up / spin down) comes out at -5.1 / -4.6 eV. The molar mass is 152.22 g mol⁻¹. The charge is +1. Its HOMO energy (spin up / spin down) is -0.48279 / -0.48200 Ha.

Top of the stability list: P, leading by 34.5 kcal/mol.

P.
ORCA calculation (ωB97M-V/def2-TZVPD) on a single C3H4P2 molecule.

```
9
Properties=species:S:1:pos:R:3
C -0.786 0.574 0.631
C 0.750 0.517 -0.797
C 0.042 -0.445 -0.015
P -1.937 -0.590 -0.116
P 1.885 -0.580 0.166
H -0.699 1.693 0.750
H 0.880 1.682 -0.792
H -2.114 -1.465 1.037
H 1.977 -1.385 -0.863
```

The orbital gap (spin up / spin down) is 7.5 / 7.6 eV. The LUMO energy (spin up / spin down) comes out at -0.2 / -0.1 eV. The molar mass is 102.01 g mol⁻¹. Its HOMO energy (spin up / spin down) is -0.28282 / -0.28368 Ha.

Q.
ORCA calculation (ωB97M-V/def2-TZVPD) on a molecular structure, C3H4P2.

```
9
Properties=species:S:1:pos:R:3
C -0.296 0.547 0.858
C 0.525 0.659 -0.365
C 0.112 -0.715 0.235
P -1.606 -0.510 -0.105
P 1.949 -0.402 0.083
H -0.242 0.869 1.801
H 0.176 1.331 -1.578
H -2.060 -1.522 0.806
H 2.227 -1.197 -1.212
```

The orbital gap is 9.3 eV. The LUMO energy comes out at 0.6 eV. The molar mass is 102.01 g mol⁻¹. Its HOMO energy is -0.32201 Ha.

Top of the stability list: Q, leading by 26.2 kcal/mol.

P.
ORCA calculation (ωB97M-V/def2-TZVPD) on a single C3H5NOS2 molecule.

```
12
Properties=species:S:1:pos:R:3
C 1.272 -0.805 -0.123
C 1.074 0.671 -0.393
C -1.582 -0.564 0.190
N -1.619 0.658 0.590
O -2.500 1.486 0.607
S -0.321 -1.617 0.417
S -0.052 1.399 0.962
H 1.299 -1.340 -1.084
H 2.220 -1.061 0.448
H 1.929 1.252 -0.236
H 0.726 0.985 -1.410
H -2.445 -1.064 0.031
```

The orbital gap (spin up / spin down) is 8.7 / 8.7 eV. The LUMO energy (spin up / spin down) comes out at 0.6 / 0.6 eV. The molar mass is 135.21 g mol⁻¹. Its HOMO energy (spin up / spin down) is -0.29915 / -0.29918 Ha.

Q.
ORCA calculation (ωB97M-V/def2-TZVPD) on 3 unconnected molecules or ions with the total composition C3H5NOS2.

```
12
Properties=species:S:1:pos:R:3
C 2.486 0.870 -0.047
C -0.727 -1.280 0.039
C -2.736 0.058 0.096
H 2.762 1.326 1.145
H 1.427 1.758 -0.565
H 3.661 0.835 -1.029
H -0.451 -2.379 0.353
H -1.958 0.924 0.619
N 0.086 -0.359 -0.090
O -2.008 -1.140 -0.124
S 1.816 -0.707 -0.190
S -4.357 0.095 -0.207
```

The orbital gap is 8.2 eV. The LUMO energy comes out at -0.5 eV. The molar mass is 135.21 g mol⁻¹. Its HOMO energy is -0.31775 Ha.

Top of the stability list: P, leading by 52.6 kcal/mol.

P.
ORCA calculation (ωB97M-V/def2-TZVPD) on a single C3H5NOS2 molecule.

```
12
Properties=species:S:1:pos:R:3
O 2.871 -0.169 -0.420
N 1.797 -0.903 0.150
C 0.718 -0.198 0.270
C 0.487 1.191 -0.047
S -0.940 2.021 0.024
C -0.459 -0.981 0.895
S -1.704 -1.453 -0.377
H 3.643 -0.673 -0.077
H 1.350 1.648 -0.490
H -1.011 -0.242 1.567
H -0.036 -1.861 1.346
H -1.667 -0.356 -1.111
```

The orbital gap is 7.5 eV. The LUMO energy comes out at -1.6 eV. The molar mass is 135.21 g mol⁻¹. Its SMILES is O/N=C(\C=S)CS. Its HOMO energy is -0.33493 Ha.

Q.
ORCA calculation (ωB97M-V/def2-TZVPD) on a single C3H5NOS2 molecule.

```
12
Properties=species:S:1:pos:R:3
O -0.734 1.673 0.522
N -1.633 1.348 -0.448
C -1.711 0.122 -0.654
S -0.921 -1.393 -0.022
C 0.660 -0.779 0.763
C 1.586 -0.693 -0.458
S 2.603 0.483 -0.315
H -0.815 2.585 0.486
H -2.162 -0.283 -1.546
H 0.837 -1.695 1.293
H 1.078 0.134 1.501
H 1.211 -1.503 -1.123
```

The orbital gap is 8.5 eV. The LUMO energy comes out at -0.2 eV. The molar mass is 135.21 g mol⁻¹. Its SMILES is O/N=C\SCC=S. Its HOMO energy is -0.32063 Ha.

Top of the stability list: P, leading by 40.2 kcal/mol.